[1]
This record from the OMol25 dataset describes a 3-piece molecular cluster, C3H6N2O overall. The level of theory is ωB97M-V with the def2-TZVPD basis set.

Values from the calculation:
HOMO energy: -8.20 eV
LUMO: -0.322 eV
energy relative to the best compared isomer or geometry (same formula, charge and spin): 1022.6 kJ/mol
E_tot: -8226.1000 eV

Geometry as ORCA input:
```
! RIJCOSX wB97M-V def2-TZVPD def2/J DEFGRID3
* xyz 0 1
C 0.542 -0.197 1.018
C -1.565 0.043 0.001
C -2.027 -0.935 -1.261
H 2.549 1.603 -0.460
H 3.090 0.368 0.524
H 1.014 -0.861 1.746
H -1.769 1.493 0.578
H -1.635 -2.416 -1.924
H -2.828 -0.234 -1.708
N 2.345 1.121 0.412
N 1.037 0.698 0.283
O -0.753 -0.683 0.790
*
```

***

[2]
This record from the OMol25 dataset describes one molecule with the formula C3H6N2O. The level of theory is ωB97M-V with the def2-TZVPD basis set.

Values from the calculation:
HOMO energy: -9.56 eV
LUMO: 0.828 eV
energy relative to the best compared isomer or geometry (same formula, charge and spin): 111.0 kJ/mol
E_tot: -8235.5482 eV
SMILES string: [H]/N=C/N(C)C=O

Geometry as ORCA input:
```
! RIJCOSX wB97M-V def2-TZVPD def2/J DEFGRID3
* xyz 0 1
C 1.370 -0.618 0.363
N 0.183 0.120 -0.048
C -0.926 -0.504 -0.607
N -2.029 0.120 -0.690
C -0.005 1.428 0.419
O 0.525 1.854 1.416
H 2.255 -0.257 -0.174
H 1.238 -1.682 0.147
H 1.547 -0.495 1.433
H -0.753 -1.549 -0.905
H -2.748 -0.444 -1.127
H -0.658 2.027 -0.228
*
```

***

[3]
This record from the OMol25 dataset describes one molecule with the formula C3H6N2O. The level of theory is ωB97M-V with the def2-TZVPD basis set.

Values from the calculation:
HOMO energy: -8.01 eV
LUMO: 0.555 eV
energy relative to the best compared isomer or geometry (same formula, charge and spin): 361.0 kJ/mol
E_tot: -8232.9572 eV

Geometry as ORCA input:
```
! RIJCOSX wB97M-V def2-TZVPD def2/J DEFGRID3
* xyz 0 1
N -0.748 0.842 1.687
C -0.750 0.410 0.394
O -1.743 0.265 -0.282
N 0.539 0.075 -0.085
C 0.716 -0.406 -1.467
C 0.920 -1.543 -0.538
H 0.075 1.235 2.114
H -1.644 1.110 2.061
H -0.217 -0.267 -2.015
H 1.572 0.059 -1.959
H -0.072 -2.005 -0.402
H 1.351 0.224 0.490
*
```

***

[4]
This record from the OMol25 dataset describes C3H6N2O as an isolated structure. The level of theory is ωB97M-V with the def2-TZVPD basis set.

Values from the calculation:
HOMO energy: -9.75 eV
LUMO: 0.962 eV
energy relative to the best compared isomer or geometry (same formula, charge and spin): 181.6 kJ/mol
E_tot: -8234.8164 eV

Geometry as ORCA input:
```
! RIJCOSX wB97M-V def2-TZVPD def2/J DEFGRID3
* xyz 0 1
N 1.562 -0.486 0.514
C 0.525 -0.031 -0.370
C -0.697 -0.883 -0.877
O -1.588 0.201 -0.494
C -0.590 0.774 0.248
N -0.655 1.495 1.275
H 2.478 -0.134 0.260
H 1.377 -0.175 1.464
H 0.938 0.418 -1.276
H -0.793 -1.076 -1.951
H -0.923 -1.779 -0.295
H -1.635 1.676 1.502
*
```

***

[5]
This record from the OMol25 dataset describes one molecule with the formula C3H6N2O. The level of theory is ωB97M-V with the def2-TZVPD basis set.

Values from the calculation:
HOMO energy: -9.58 eV
LUMO: 0.961 eV
energy relative to the best compared isomer or geometry (same formula, charge and spin): 464.0 kJ/mol
E_tot: -8231.8895 eV
SMILES string: C=N/N=C\OC

Geometry as ORCA input:
```
! RIJCOSX wB97M-V def2-TZVPD def2/J DEFGRID3
* xyz 0 1
C 1.488 -0.983 0.049
C 0.715 1.367 -0.036
C -2.194 -0.194 -0.225
H 0.918 -1.572 -0.496
H 2.464 -1.474 0.157
H 0.756 -0.866 0.928
H 1.190 2.444 0.317
H -2.931 -1.025 -0.251
H -2.557 0.950 -0.285
N -0.532 1.151 0.090
N -1.001 -0.231 0.106
O 1.685 0.432 -0.354
*
```

***

[6]
This record from the OMol25 dataset describes a 2-piece molecular cluster, C3H6N2O overall. The level of theory is ωB97M-V with the def2-TZVPD basis set.

Values from the calculation:
HOMO energy (spin up / spin down): -7.76 / -9.08 eV
LUMO (spin up / spin down): -1.078 / 0.759 eV
energy relative to the best compared isomer or geometry (same formula, charge and spin): 514.4 kJ/mol
E_tot: -8231.3670 eV

Geometry as ORCA input:
```
! RIJCOSX wB97M-V def2-TZVPD def2/J DEFGRID3
* xyz 0 1
C -0.720 0.518 0.140
N -1.867 1.218 0.394
C 2.310 -0.701 0.062
C -0.729 -0.572 -0.752
O 0.333 0.920 0.729
N 1.644 0.117 -0.604
H -2.765 0.775 0.306
H -1.798 2.013 1.009
H 3.352 -0.830 -0.255
H 1.952 -1.300 0.901
H -0.144 -1.441 -0.510
H -1.569 -0.718 -1.420
*
```

***

[7]
This record from the OMol25 dataset describes a 2-piece molecular cluster, C3H6N2O overall. The level of theory is ωB97M-V with the def2-TZVPD basis set.

Values from the calculation:
HOMO energy: -8.96 eV
LUMO: 0.574 eV
energy relative to the best compared isomer or geometry (same formula, charge and spin): 572.3 kJ/mol
E_tot: -8230.7670 eV
SMILES string: CC#[N+][O-].C=N

Geometry as ORCA input:
```
! RIJCOSX wB97M-V def2-TZVPD def2/J DEFGRID3
* xyz 0 1
C -0.058 0.391 -0.558
C 0.091 -0.081 1.610
C -0.992 -0.337 -1.413
N 0.884 1.058 -0.553
N 0.973 -0.982 1.313
O 1.737 1.804 -0.273
H 0.086 0.939 1.920
H -0.833 -0.483 1.877
H -1.863 0.283 -1.773
H -1.491 -1.162 -1.022
H -0.435 -0.653 -2.289
H 1.899 -0.776 1.163
*
```

***

[8]
This record from the OMol25 dataset describes one molecule with the formula C3H6N2O. The level of theory is ωB97M-V with the def2-TZVPD basis set.

Values from the calculation:
HOMO energy (spin up / spin down): -7.79 / -7.31 eV
LUMO (spin up / spin down): 0.957 / 0.661 eV
energy relative to the best compared isomer or geometry (same formula, charge and spin): 408.9 kJ/mol
E_tot: -8232.4610 eV

Geometry as ORCA input:
```
! RIJCOSX wB97M-V def2-TZVPD def2/J DEFGRID3
* xyz 0 1
C 1.104 1.360 -0.327
C -0.120 -0.448 0.549
C -1.475 -1.048 0.545
N 1.340 0.646 -1.609
N 0.952 -0.437 -1.812
O -0.007 0.868 0.329
H 2.050 1.224 0.218
H 0.931 2.417 -0.542
H 0.709 -0.975 1.004
H -2.017 -0.804 1.465
H -1.405 -2.130 0.473
H -2.060 -0.672 -0.292
*
```

***

[9]
This record from the OMol25 dataset describes one molecule with the formula C3H6N2O. The level of theory is ωB97M-V with the def2-TZVPD basis set.

Values from the calculation:
HOMO energy: -9.72 eV
LUMO: 1.094 eV
energy relative to the best compared isomer or geometry (same formula, charge and spin): 121.6 kJ/mol
E_tot: -8235.4386 eV
SMILES string: NC(=O)N1CC1

Geometry as ORCA input:
```
! RIJCOSX wB97M-V def2-TZVPD def2/J DEFGRID3
* xyz 0 1
N -0.486 1.638 -1.304
C -0.223 0.952 -0.155
O -0.371 1.426 0.957
N 0.156 -0.415 -0.428
C 1.006 -1.044 0.601
C -0.439 -1.314 0.567
H -0.088 1.391 -2.199
H -0.779 2.590 -1.161
H 1.710 -1.788 0.228
H 1.376 -0.398 1.393
H -0.846 -2.242 0.174
H -1.016 -0.796 1.328
*
```

***

[10]
This record from the OMol25 dataset describes one molecule with the formula C3H6N2O. The level of theory is ωB97M-V with the def2-TZVPD basis set.

Values from the calculation:
HOMO energy: -10.66 eV
LUMO: 0.606 eV
energy relative to the best compared isomer or geometry (same formula, charge and spin): 140.7 kJ/mol
E_tot: -8235.2404 eV
SMILES string: N#C[C@H](O)CN

Geometry as ORCA input:
```
! RIJCOSX wB97M-V def2-TZVPD def2/J DEFGRID3
* xyz 0 1
N -1.371 -0.613 0.647
C -0.612 -0.054 -0.470
C 0.739 0.405 0.108
O 1.246 -0.522 1.028
C 1.742 0.612 -0.958
N 2.553 0.759 -1.773
H -1.452 0.073 1.393
H -2.315 -0.850 0.361
H -0.456 -0.846 -1.212
H -1.087 0.801 -0.975
H 0.579 1.381 0.596
H 0.519 -1.148 1.193
*
```